No. 1
Computed, not measured: a cluster of 2 separate species, C2H5Br in total at a distorted geometry, with ωB97M-V/def2-TZVPD.

Each line ends with the Mulliken charge.
CARTESIAN COORDINATES (ANGSTROEM)
C: 0.914616 0.622028 0.315677  -0.460
C: 1.314510 -0.552420 -0.112707  -0.442
H: 0.845930 1.552558 -0.240764  0.228
H: 0.631489 0.840922 1.397977  0.177
H: 1.068370 -1.429176 0.478860  0.222
H: 1.651850 -0.655634 -1.067800  0.278
Br: -3.365018 0.137687 0.267872  -0.213
H: -3.061744 -0.515965 -1.039118  0.208

Forces on the atoms, in the same order (eV/Å):
-0.57 1.71 2.33
-1.59 -0.03 2.05
0.56 -0.28 -0.43
0.03 -0.84 -1.46
0.73 -0.02 0.06
0.83 -0.54 -2.56
0.33 -0.71 -1.42
-0.31 0.72 1.43

Computed properties:
Total charge: 0
E_HOMO in eV: -10.13
SMILES string: C=C.Br
Energy above the lowest of the compared OMol25 structures with the same formula, charge and spin in kcal per mole: 20.5
F_max in eV/Å: 2.94
E_tot in Eh: -2653.16271



No. 2
Computed, not measured: a cluster of 2 separate species, C2H5Br in total at a distorted geometry, with ωB97M-V/def2-TZVPD.

Each line ends with the Mulliken charge.
CARTESIAN COORDINATES (ANGSTROEM)
C: 1.679211 -0.587163 0.067434  -0.863
C: -2.200270 0.982425 0.033255  -0.205
Br: -3.562666 -0.221226 -0.091980  0.040
H: 2.707381 -1.014086 0.247101  0.262
H: 1.805127 0.134178 -0.837945  0.195
H: 1.442339 0.084299 1.018747  0.190
H: -2.810239 1.897124 -0.237174  0.165
H: 0.939116 -1.275548 -0.199439  0.216

Forces on the atoms, in the same order (eV/Å):
2.40 3.79 0.67
-0.36 1.05 -0.24
-0.42 -0.79 0.02
-1.26 0.05 -0.23
-0.26 -1.10 1.61
0.14 -1.60 -2.12
0.79 -0.27 0.21
-1.02 -1.14 0.07

Computed properties:
Total charge: 0
E_HOMO in eV: -9.37
Energy above the lowest of the compared OMol25 structures with the same formula, charge and spin in kcal per mole: 89.1
F_max in eV/Å: 4.54
E_tot in Eh: -2653.05325



No. 3
Computed, not measured: an isolated molecule of C2H5Br2OPS at a distorted geometry, with ωB97M-V/def2-TZVPD.

Each line ends with the Mulliken charge.
CARTESIAN COORDINATES (ANGSTROEM)
C: -1.952593 0.116300 0.236182  -1.061
C: -0.600477 0.101922 -0.405567  -0.143
O: 0.364282 -0.335609 0.574652  -0.161
P: 1.909348 -0.325445 0.428831  0.553
S: 2.897542 -0.939062 1.988297  -0.281
Br: 2.483861 -1.585268 -1.279431  -0.090
Br: 2.649334 1.977816 -0.611576  -0.260
H: -1.906853 0.889828 1.124040  0.269
H: -2.686131 0.505912 -0.505304  0.354
H: -2.308125 -0.900966 0.565277  0.284
H: -0.122115 1.108509 -0.765767  0.285
H: -0.728071 -0.613932 -1.349634  0.251

Forces on the atoms, in the same order (eV/Å):
-0.67 1.77 1.59
0.60 0.32 -2.93
-0.29 -0.31 -0.19
2.56 0.23 0.42
-0.90 0.98 -1.03
-0.43 0.35 -0.12
-1.00 -2.09 1.04
-0.43 -1.75 -1.50
0.46 -0.24 0.51
0.61 1.11 -0.20
-1.64 -1.57 0.41
1.12 1.20 2.00

Computed properties:
Total charge: 0
E_HOMO in eV: -9.61
SMILES string: CCOP(=S)(Br)Br
Energy above the lowest of the compared OMol25 structures with the same formula, charge and spin in kcal per mole: 16.3
F_max in eV/Å: 3.01
E_tot in Eh: -6042.04809



No. 4
Computed, not measured: an isolated molecule of C2H5BrClN at a distorted geometry, with ωB97M-V/def2-TZVPD.

Each line ends with the Mulliken charge.
CARTESIAN COORDINATES (ANGSTROEM)
C: -1.138882 0.522058 0.103595  -0.986
N: -0.177729 -0.571255 0.442678  -0.220
C: 0.856942 -0.683096 -0.417913  -0.170
Cl: 1.880422 -1.956170 0.128102  -0.117
Br: 2.157359 1.263648 -0.109759  -0.338
H: -1.437894 0.570302 -0.899460  0.368
H: -2.115447 0.496920 0.529039  0.365
H: -0.794027 1.555522 0.226446  0.358
H: 0.013228 -0.580272 1.435052  0.298
H: 0.756028 -0.617658 -1.437778  0.443

Forces on the atoms, in the same order (eV/Å):
0.45 0.66 0.34
-2.36 2.13 -1.30
1.37 0.44 4.03
0.62 -0.33 -0.36
-0.53 -0.92 -0.41
0.26 -0.80 -1.98
-0.41 -0.77 1.31
0.72 -0.36 0.63
0.45 -0.33 -0.19
-0.57 0.28 -2.06

Computed properties:
Total charge: 0
E_HOMO in eV: -9.43
SMILES string: CN[C@H](Cl)Br
Energy above the lowest of the compared OMol25 structures with the same formula, charge and spin in kcal per mole: 27.6
F_max in eV/Å: 4.28
E_tot in Eh: -3168.13169